No. 1
The following is a DFT calculation (the ωB97M-V functional and the def2-TZVPD basis) of a structure of composition C6H13CeO3 in a non-equilibrium geometry.

For the orbital gap (alpha / beta), the calculation gives 0.271 / 0.273 hartree. The net charge is +2. Its spin multiplicity is 2. The HOMO energy (alpha / beta) is -16.11 / -16.08 eV. The calculation puts the relative energy (zero: lowest compared OMol25 entry of this formula, charge and spin) at 0.479 eV.

Each line ends with the Löwdin charge.
Atoms and positions in Å:
C -3.523 -0.509 1.074  0.01
O -2.247 -0.705 0.494  -0.44
C -1.986 0.031 -0.742  -0.13
C -0.596 -0.351 -1.185  -0.37
O 0.300 0.718 -0.877  -0.10
C 1.638 0.419 -1.142  -0.17
C 2.364 0.063 0.133  -0.16
O 1.909 -1.178 0.622  -0.26
C 1.884 -1.246 2.026  -0.09
H -3.589 -1.149 1.960  0.12
H -3.644 0.544 1.366  0.14
H -4.311 -0.784 0.358  0.13
H -2.088 1.105 -0.519  0.17
H -2.756 -0.267 -1.470  0.16
H -0.575 -0.535 -2.271  0.15
H 2.143 1.292 -1.597  0.16
H 1.716 -0.416 -1.866  0.15
H 2.201 0.854 0.888  0.15
H 3.447 0.009 -0.076  0.16
H 1.553 -2.254 2.306  0.09
H 2.889 -1.070 2.446  0.14
H 1.176 -0.510 2.444  0.12
Ce -0.727 -2.156 0.296  1.89



No. 2
The following is a DFT calculation (the ωB97M-V functional and the def2-TZVPD basis) of a structure of composition C6H13ClF3GaNO2.

For the orbital gap, the calculation gives 0.314 hartree. The net charge is -1. The HOMO energy is -5.41 eV.

Each line ends with the Löwdin charge.
Atoms and positions in Å:
O 3.050 1.482 -3.462  -0.03
C 2.633 0.678 -2.350  -0.37
C 1.690 -0.468 -2.739  -0.27
Ga -0.166 -0.475 -1.873  0.08
Cl -0.373 1.444 -0.613  -0.01
C 3.924 0.195 -1.680  -0.57
F 4.510 1.183 -0.958  0.11
F 4.859 -0.232 -2.559  0.12
F 3.710 -0.823 -0.818  0.12
H 2.499 1.221 -4.206  0.08
H 2.175 1.360 -1.616  0.09
H 2.132 -1.441 -2.486  0.04
H 1.573 -0.467 -3.835  0.04
H -0.297 -1.703 -0.874  -0.11
H -1.319 -0.417 -2.981  -0.12
C -3.049 -1.438 3.376  -0.02
C -2.705 -0.915 1.995  -0.56
O -2.758 -1.619 1.004  0.02
N -2.288 0.374 1.901  0.00
C -2.139 1.346 2.955  -0.10
H -3.342 -2.479 3.274  0.07
H -2.188 -1.373 4.043  0.08
H -3.873 -0.876 3.819  0.07
H -1.959 0.625 0.972  0.02
H -2.732 2.240 2.750  0.08
H -1.094 1.648 3.059  0.08
H -2.471 0.930 3.903  0.06



No. 3
The following is a DFT calculation (the ωB97M-V functional and the def2-TZVPD basis) of a cluster of 2 separate species, C6H13ClNO6 in total in a non-equilibrium geometry.

For the orbital gap, the calculation gives 0.384 hartree. The net charge is +1. The HOMO energy is -13.50 eV. The calculation puts the relative energy (zero: lowest compared OMol25 entry of this formula, charge and spin) at 2.080 eV.

Each line ends with the Löwdin charge.
Atoms and positions in Å:
C 3.384 0.738 -1.293  -0.44
C -2.269 1.534 0.940  -0.04
C -2.020 -0.090 1.142  -0.27
C -1.615 -0.763 -0.130  -0.29
C -0.293 -0.345 -0.956  -0.23
C 0.979 -0.505 -0.111  -0.37
N 1.805 -1.527 -0.335  0.21
O 4.167 1.376 -2.103  -0.06
O -0.904 2.177 0.882  -0.06
O -1.076 -0.343 2.147  0.01
O -1.505 -2.117 0.001  -0.01
O -0.271 -1.187 -2.017  0.02
O 1.323 0.319 0.801  0.16
Cl 4.543 0.134 -0.090  0.65
H -2.798 1.853 0.062  0.11
H -2.890 1.896 1.710  0.10
H -3.007 -0.403 1.434  0.15
H -2.522 -0.716 -0.844  0.20
H -0.167 0.721 -1.315  0.19
H 2.820 -1.308 0.135  0.13
H 3.598 1.761 -2.814  0.14
H 1.589 -2.054 -1.191  0.14
H -0.985 3.078 0.965  0.05
H -1.514 -0.736 2.902  0.12
H -0.812 -2.388 0.686  0.16
H -0.225 -2.096 -1.676  0.11
H 0.664 0.992 1.070  0.13



No. 4
The following is a DFT calculation (the ωB97M-V functional and the def2-TZVPD basis) of an isolated molecule of C6H13ClSi in a non-equilibrium geometry.

For the orbital gap, the calculation gives 0.374 hartree. Its SMILES is C[C@H]1CCC[Si@]1(C)Cl. The HOMO energy is -9.32 eV. The calculation puts the relative energy (zero: lowest compared OMol25 entry of this formula, charge and spin) at 0.613 eV.

Each line ends with the Löwdin charge.
Atoms and positions in Å:
C 0.749 1.268 -1.715  -0.13
C 0.328 -0.074 -1.080  -0.50
C 1.385 -0.970 -0.418  -0.23
C 0.574 -1.982 0.395  -0.30
C -0.395 -1.287 1.329  -0.26
Si -1.076 0.059 0.124  0.31
C -1.333 2.013 1.334  -0.15
Cl -2.821 -0.271 -0.830  0.35
H 0.033 1.635 -2.547  0.10
H 1.693 1.443 -2.229  0.05
H 0.878 1.899 -0.740  0.09
H -0.179 -0.699 -1.865  0.10
H 1.843 -0.269 0.284  0.11
H 2.175 -1.481 -1.079  0.14
H 0.046 -2.522 -0.375  0.10
H 1.264 -2.600 1.035  0.13
H -1.096 -2.038 1.614  0.06
H 0.084 -0.953 2.222  0.07
H -0.392 2.185 1.838  -0.03
H -1.568 2.881 0.679  0.00
H -2.191 1.762 2.022  0.00



No. 5
The following is a DFT calculation (the ωB97M-V functional and the def2-TZVPD basis) of a structure of composition C6H13CoO4 in a non-equilibrium geometry.

For the orbital gap (alpha / beta), the calculation gives 0.325 / 0.309 hartree. Its spin multiplicity is 5. The HOMO energy (alpha / beta) is -8.09 / -8.78 eV. The calculation puts the relative energy (zero: lowest compared OMol25 entry of this formula, charge and spin) at 0.000 eV.

Each line ends with the Löwdin charge.
Atoms and positions in Å:
C 1.845 0.947 0.762  -0.12
O 2.179 -0.225 0.078  -0.30
C 3.487 -0.693 0.290  -0.11
H 2.367 1.809 0.316  0.09
H 0.599 1.151 0.577  0.12
H 1.925 0.830 1.854  0.09
H 3.562 -1.654 -0.233  0.10
H 3.672 -0.867 1.364  0.09
H 4.210 0.050 -0.091  0.09
O -0.277 1.473 -1.841  -0.33
C -1.313 2.131 -1.186  -0.35
C -1.729 1.338 0.038  -0.09
O -1.891 0.024 -0.381  -0.23
C -2.123 -1.035 0.552  -0.16
C -1.604 -2.308 -0.120  -0.34
O -0.340 -2.117 -0.667  -0.32
Co -0.161 -0.368 -1.374  0.92
H -2.196 2.287 -1.848  0.12
H -1.013 3.137 -0.826  0.11
H -2.509 1.711 0.710  0.12
H -3.194 -1.088 0.798  0.13
H -1.545 -0.814 1.464  0.13
H -2.343 -2.618 -0.888  0.11
H -1.609 -3.102 0.651  0.12



No. 6
The following is a DFT calculation (the ωB97M-V functional and the def2-TZVPD basis) of a structure of composition C6H13F3FeN3O2 in a non-equilibrium geometry.

For the orbital gap (alpha / beta), the calculation gives 0.417 / 0.260 hartree. The net charge is +2. Its spin multiplicity is 6. The HOMO energy (alpha / beta) is -18.85 / -18.64 eV.

Each line ends with the Löwdin charge.
Atoms and positions in Å:
Fe -0.185 -0.328 0.674  1.33
N 1.059 1.382 0.294  0.00
C 0.768 1.667 -1.164  -0.24
C -0.563 1.650 -1.472  -0.24
N -1.123 0.289 -1.329  -0.08
C -0.667 -0.552 -2.450  -0.22
C -0.521 -2.037 -2.063  -0.27
N 0.411 -2.125 -0.918  -0.01
H 2.028 1.063 0.260  0.13
H 1.160 2.189 0.877  0.11
H 1.559 2.661 -1.269  0.25
H 1.172 0.658 -1.600  0.13
H -1.237 2.304 -0.826  0.16
H -0.944 1.922 -2.790  0.27
H -1.991 0.341 -1.215  0.03
H -1.540 -0.706 -3.637  0.29
H 0.333 -0.289 -2.643  0.06
H -1.612 -2.509 -1.805  0.17
H -0.147 -2.453 -3.150  0.18
H 0.298 -2.858 -0.264  0.07
H 1.218 -2.669 -1.420  0.18
F 1.280 0.659 4.954  0.19
C 0.178 -0.021 4.592  -0.65
F 0.208 -1.111 5.214  0.29
F -0.909 0.609 4.990  0.22
C -0.027 0.063 3.103  -0.49
O 0.099 1.188 2.546  0.09
O -0.305 -0.987 2.512  0.03



| no. | electronic energy (eV) |
| --- | --- |
| 1 | -25484.3708 |
| 2 | -85072.2175 |
| 3 | -32720.4613 |
| 4 | -26833.1807 |
| 5 | -52244.9366 |
| 6 | -57514.4233 |